{"formula": "C10H21B2F4O5", "method": "ωB97M-V with the def2-TZVPD basis set", "largest_force_ev_per_a": 0.6, "spin_multiplicity": 1, "total_charge": -1, "homo_lumo_gap_ev": 7.41, "homo_energy_ha": -0.1599, "elements": ["C", "C", "O", "C", "C", "O", "B", "C", "C", "C", "C", "O", "B", "O", "O", "C", "F", "F", "C", "F", "F", "H", "H", "H", "H", "H", "H", "H", "H", "H", "H", "H", "H", "H", "H", "H", "H", "H", "H", "H", "H", "H"], "coordinates": [[1.907, 4.397, 0.108], [0.851, 4.131, 1.173], [0.041, 3.018, 0.901], [0.734, 1.778, 0.958], [-0.246, 0.623, 1.038], [-0.590, 0.197, -0.242], [-1.270, -1.133, -0.445], [-0.233, -2.409, -0.568], [0.897, -2.547, 0.467], [2.134, -1.703, 0.153], [2.879, -2.137, -1.115], [2.892, -1.163, -2.157], [-2.134, -0.949, -1.946], [-1.454, -0.924, -3.146], [-3.542, -0.765, -2.089], [-2.372, -1.490, 0.735], [-1.798, -1.833, 1.961], [-3.072, -2.648, 0.373], [-3.510, -0.484, 1.060], [-3.366, 0.700, 0.388], [-3.559, -0.154, 2.386], [2.672, 3.621, 0.094], [2.392, 5.358, 0.287], [1.438, 4.421, -0.877], [0.174, 4.985, 1.238], [1.334, 4.014, 2.156], [1.410, 1.784, 1.827], [1.330, 1.641, 0.048], [-1.121, 0.977, 1.605], [0.207, -0.178, 1.639], [-0.821, -3.334, -0.552], [0.227, -2.377, -1.564], [0.537, -2.307, 1.469], [1.243, -3.590, 0.524], [1.859, -0.649, 0.062], [2.828, -1.781, 0.998], [2.403, -3.014, -1.556], [3.915, -2.400, -0.863], [3.090, -0.313, -1.758], [-2.013, -0.530, -3.824], [-3.818, 0.080, -1.730], [-4.475, -0.912, 0.783]], "mulliken_charge": [-1.120, -0.283, -0.306, -0.857, -0.066, -1.012, 1.087, -0.877, -0.997, 0.724, -0.747, -0.518, 0.294, -0.595, -0.673, 0.880, -0.390, -0.402, -0.032, -0.260, -0.323, 0.284, 0.405, 0.285, 0.310, 0.327, 0.431, 0.112, 0.206, 0.170, 0.324, 0.448, 0.285, 0.426, -0.718, 0.364, 0.377, 0.291, 0.312, 0.244, 0.294, 0.297]}



{"formula": "C39H67F3N2O11S", "method": "ωB97M-V with the def2-TZVPD basis set", "largest_force_ev_per_a": 2.0, "spin_multiplicity": 1, "homo_lumo_gap_ev": 8.44, "homo_energy_ha": -0.3204, "elements": ["C", "O", "C", "C", "C", "C", "C", "C", "C", "C", "C", "C", "C", "C", "C", "C", "C", "N", "S", "N", "C", "C", "C", "F", "F", "F", "H", "H", "H", "H", "H", "H", "H", "H", "H", "H", "H", "H", "H", "H", "H", "H", "H", "H", "H", "H", "H", "H", "H", "H", "H", "H", "H", "O", "C", "O", "C", "C", "C", "H", "H", "H", "H", "H", "H", "H", "H", "O", "C", "O", "C", "C", "C", "H", "H", "H", "H", "H", "H", "H", "H", "O", "C", "O", "C", "C", "C", "H", "H", "H", "H", "H", "H", "H", "H", "O", "C", "O", "C", "C", "C", "H", "H", "H", "H", "H", "H", "H", "H", "O", "C", "O", "C", "C", "C", "H", "H", "H", "H", "H", "H", "H", "H"], "coordinates": [[3.332, 7.324, 0.808], [2.042, 7.548, 0.251], [1.469, 6.277, -0.071], [0.106, 6.463, -0.756], [-0.698, 5.140, -0.719], [-0.389, 4.157, -1.913], [-0.565, 2.716, -1.367], [0.238, 1.616, -2.110], [1.766, 1.878, -2.238], [2.408, 2.569, -1.018], [2.655, 1.600, 0.181], [2.501, 2.358, 1.530], [1.751, 1.508, 2.635], [0.360, 2.132, 2.796], [-0.762, 1.372, 2.267], [-2.028, 1.823, 2.303], [-2.311, 3.106, 2.878], [-3.482, 3.689, 2.950], [-3.216, 5.115, 3.726], [-1.626, 4.987, 3.935], [-1.177, 3.840, 3.444], [0.181, 3.350, 3.407], [1.310, 4.164, 4.022], [2.181, 4.681, 3.133], [0.860, 5.204, 4.743], [2.023, 3.389, 4.886], [3.810, 6.415, 0.408], [3.997, 8.175, 0.590], [3.265, 7.241, 1.907], [2.123, 5.689, -0.739], [1.325, 5.759, 0.898], [0.186, 6.918, -1.748], [-0.442, 7.183, -0.116], [-1.786, 5.306, -0.684], [-0.433, 4.643, 0.233], [0.646, 4.331, -2.237], [-1.056, 4.396, -2.751], [-1.636, 2.461, -1.501], [-0.367, 2.627, -0.289], [-0.172, 1.465, -3.120], [0.102, 0.679, -1.539], [1.958, 2.485, -3.137], [2.249, 0.898, -2.400], [1.875, 3.480, -0.719], [3.409, 2.908, -1.346], [3.706, 1.281, 0.108], [1.993, 0.724, 0.119], [3.450, 2.708, 1.960], [1.908, 3.264, 1.345], [1.676, 0.470, 2.296], [2.285, 1.535, 3.591], [-0.587, 0.396, 1.813], [-2.843, 1.236, 1.871], [0.638, -1.468, 3.645], [-0.223, -2.132, 4.162], [-0.735, -3.180, 3.499], [-1.591, -4.166, 4.103], [-3.043, -3.750, 4.041], [-0.808, -1.755, 5.500], [-1.266, -4.394, 5.118], [-1.451, -5.076, 3.525], [-3.225, -2.835, 4.608], [-3.681, -4.533, 4.439], [-3.338, -3.547, 3.010], [-1.655, -1.087, 5.345], [-0.044, -1.232, 6.072], [-1.115, -2.610, 6.099], [3.704, -1.953, -0.284], [2.835, -2.744, -0.040], [2.835, -3.943, -0.664], [1.993, -5.029, -0.282], [0.647, -4.959, -0.973], [1.684, -2.401, 0.874], [1.897, -5.088, 0.804], [2.516, -5.934, -0.595], [0.095, -4.064, -0.687], [0.041, -5.833, -0.724], [0.774, -4.920, -2.057], [0.879, -1.959, 0.286], [2.028, -1.675, 1.603], [1.309, -3.250, 1.440], [-0.348, -2.310, -5.346], [-0.729, -3.430, -5.534], [-0.463, -4.387, -4.620], [-1.058, -5.688, -4.627], [-0.260, -6.648, -5.486], [-1.420, -3.823, -6.819], [-2.108, -5.642, -4.921], [-1.041, -6.030, -3.592], [-0.249, -6.336, -6.531], [-0.681, -7.653, -5.430], [0.777, -6.682, -5.152], [-0.672, -4.138, -7.546], [-1.943, -2.951, -7.204], [-2.168, -4.604, -6.692], [-2.962, -6.397, 5.553], [-2.246, -7.360, 5.474], [-1.403, -7.474, 4.431], [-0.357, -8.450, 4.356], [-0.854, -9.751, 3.762], [-2.337, -8.491, 6.468], [0.116, -8.592, 5.329], [0.403, -8.019, 3.704], [-1.621, -10.211, 4.387], [-0.032, -10.458, 3.648], [-1.303, -9.574, 2.784], [-3.067, -9.219, 6.116], [-2.674, -8.083, 7.419], [-1.385, -8.982, 6.659], [0.741, 6.230, -3.855], [0.169, 6.605, -4.842], [-1.043, 6.095, -5.138], [-1.902, 6.628, -6.149], [-1.604, 6.022, -7.505], [0.816, 7.562, -5.813], [-1.861, 7.718, -6.164], [-2.915, 6.362, -5.847], [-0.595, 6.264, -7.840], [-2.312, 6.385, -8.251], [-1.673, 4.935, -7.457], [1.374, 6.996, -6.558], [1.508, 8.193, -5.258], [0.112, 8.230, -6.304]], "mulliken_charge": [-0.619, -0.508, 0.273, -1.163, 0.298, -0.598, 0.287, -0.878, -1.218, 0.584, -0.270, 0.449, 0.216, 0.904, -0.780, -1.037, 0.452, -0.784, 0.109, -0.653, 0.944, 0.375, 0.645, -0.183, -0.295, -0.288, 0.258, 0.294, 0.204, 0.321, 0.030, 0.122, 0.413, 0.542, -0.533, 0.175, 0.534, 0.676, -0.632, 0.457, 0.189, 0.423, 0.491, -1.023, 0.600, 0.341, -0.308, 0.619, -0.688, -1.259, 0.544, 0.540, 0.534, -0.451, 0.851, -0.288, -0.258, -1.019, -1.267, 0.315, 0.234, 0.262, 0.358, 0.306, 0.251, 0.351, 0.374, -0.572, 0.520, -0.392, -0.455, -0.749, -0.207, 0.397, 0.337, 0.209, 0.394, 0.184, 0.053, -0.157, 0.345, -0.554, 0.713, -0.321, -0.355, -0.987, -0.963, 0.380, 0.273, 0.270, 0.367, 0.290, 0.256, 0.305, 0.336, -0.513, 0.825, -0.311, -0.430, -1.042, -1.202, 0.358, 0.352, 0.272, 0.375, 0.312, 0.301, 0.323, 0.374, -0.521, 0.896, -0.293, -0.457, -1.007, -1.320, 0.354, 0.343, 0.270, 0.366, 0.298, 0.287, 0.323, 0.409]}